{"formula": "C4H4N3O2S2", "method": "wB97M-V/def2-TZVPD", "multiplicity": 1, "orbital_gap_ev": 7.08, "e_tot_ev": -34448.1501, "total_charge": -1, "elements": ["C", "C", "C", "C", "N", "N", "N", "O", "O", "S", "S", "H", "H", "H", "H"], "coordinates": [[-4.70478, 0.26648, -0.65167], [1.89988, 0.16111, -0.36630], [-0.91165, 0.14189, 0.43846], [-2.16495, 0.67151, 0.29528], [-2.91943, -0.24388, -0.33170], [-2.20605, -1.29097, -0.59453], [-0.99814, -1.07696, -0.12511], [-4.87074, 0.18367, -1.80934], [-5.09591, 0.55913, 0.41831], [1.81331, -1.48863, -0.65976], [3.45709, 0.86512, -0.74909], [0.01283, 0.52688, 0.81597], [-2.56062, 1.61985, 0.59724], [-0.08396, -1.58728, -0.36374], [4.17542, -0.18202, -1.20421]], "lowdin_charge": [-0.619, -1.126, -0.119, -0.095, -0.035, 0.045, -0.041, 0.103, 0.091, 0.390, 0.489, 0.047, 0.107, -0.044, -0.192]}